# C54H69ClGe3O8PRb

A molecular structure, C54H69ClGe3O8PRb in a non-equilibrium geometry (wB97M-V/def2-TZVPD, the OMol25 dataset).

Geometry as XYZ:
```
137
Properties=species:S:1:pos:R:3:lowdin_charge:R:1
O -1.595 2.519 -3.739 -0.057
C 1.704 4.407 -5.471 -0.105
H 4.588 3.293 5.159 0.101
H -2.444 3.445 2.257 -0.018
H -3.183 -0.472 5.711 0.119
H 5.577 1.194 4.319 0.097
H 2.715 1.477 -3.172 0.096
C 3.424 -4.539 2.265 -0.089
H 1.993 -5.610 3.381 0.106
C 4.542 3.814 1.409 -0.090
H 4.715 -3.242 1.191 0.104
H -1.412 3.225 -4.366 0.037
C -3.353 -8.408 -1.966 -0.111
H -1.609 -4.681 1.562 0.059
H -1.958 -6.154 -4.039 0.109
H 0.296 -3.077 -0.202 0.033
C -0.609 -1.337 -4.474 -0.370
H -0.270 -1.468 -6.654 0.063
C 3.945 2.482 4.820 -0.115
H -4.586 1.074 0.463 0.030
C -0.427 -2.165 6.625 -0.075
C 2.561 2.630 4.851 -0.069
H 4.000 -5.432 2.064 0.100
C -0.717 -4.605 0.948 -0.152
O 3.172 0.482 0.146 -0.051
C -1.762 -1.731 6.639 -0.073
H -5.086 -1.841 -3.154 0.043
H -3.243 0.521 -3.787 0.047
H -0.503 2.677 2.890 -0.016
H 0.235 -1.958 -4.184 0.059
C 0.406 -1.734 5.606 -0.109
H -0.311 -0.297 -4.337 0.046
H -0.633 -2.408 1.083 0.040
C 5.410 4.312 -0.738 -0.105
C 2.281 0.410 3.941 -0.339
C 1.366 4.426 -4.112 -0.117
H 2.575 3.256 -7.056 0.088
H -3.208 4.389 0.771 0.002
O -1.870 1.626 3.792 -0.011
H 4.108 4.144 -2.410 0.102
H -3.610 -0.005 -2.157 0.037
C -1.409 6.535 -1.129 -0.127
C -3.518 -0.356 -3.191 -0.367
C -4.855 -0.903 -3.634 -0.191
O 2.944 -1.849 -1.348 -0.056
C 5.610 4.203 0.614 -0.115
C -4.331 -2.954 1.131 -0.158
H -3.515 -1.081 0.370 0.017
H -5.673 -0.201 -3.441 0.067
C -2.863 -5.665 -2.143 -0.231
C 0.468 5.019 -0.910 -0.346
H 0.945 0.825 -1.515 -0.102
H -0.800 -5.384 0.169 0.068
H 6.223 4.651 -1.342 0.087
C 2.293 -4.623 3.047 -0.102
H 3.904 0.871 0.625 0.059
C -0.833 5.294 -1.325 -0.143
C -1.390 -0.529 4.570 -0.138
H -0.048 -2.844 7.356 0.090
C 4.183 4.004 -1.324 -0.098
C -2.481 -6.549 -3.175 -0.046
H -1.144 8.527 -0.370 0.092
H 0.137 -4.845 1.583 0.038
Ge -2.038 -1.699 -3.171 0.895
Ge -2.133 -2.775 -0.952 0.920
H -1.311 -2.732 -5.971 0.068
C -1.993 0.406 3.546 -0.675
Cl -2.001 5.832 2.313 0.558
C 2.698 2.267 -5.157 -0.104
C 1.711 3.384 -3.240 -0.336
H 4.668 3.715 2.501 0.089
H 2.135 3.560 5.171 0.104
H 0.659 1.741 4.458 0.096
C -2.634 4.353 1.675 -0.451
H -2.382 6.737 -1.525 0.094
P 1.037 -0.659 3.120 1.140
H 2.133 5.874 0.082 0.082
H -3.069 -4.048 -4.305 0.050
C -3.551 -6.202 -1.051 -0.050
H 1.128 8.046 0.468 0.092
H -5.260 -2.526 1.506 0.069
H 2.497 3.252 1.479 0.081
C -3.748 -2.105 0.012 -0.358
H 0.674 -3.584 3.971 0.101
H -1.917 -1.100 -6.157 0.058
C -0.639 -3.212 0.314 -0.339
C 1.140 6.052 -0.268 -0.106
H -2.458 -8.507 -3.921 0.099
H -3.569 -9.483 -1.950 0.101
C -1.023 -1.653 -5.892 -0.184
H 1.458 -2.024 5.559 0.110
C -0.089 -0.989 4.538 -0.312
Rb -1.081 0.740 0.256 0.638
H -1.415 4.536 -1.845 0.089
H 3.360 -1.244 1.589 0.075
H 0.835 5.289 -3.727 0.090
Ge 1.281 3.271 -1.251 0.975
H -3.779 1.035 1.770 0.000
C 3.827 -3.298 1.785 -0.085
H -2.422 -2.063 7.416 0.095
H -3.620 -2.998 1.968 0.070
C 3.305 3.551 0.829 -0.145
C -2.690 -3.542 -3.442 -0.239
C 1.744 1.593 4.441 -0.106
C 3.675 0.276 3.920 -0.081
O -2.620 -0.097 2.575 -0.124
H -4.550 -3.970 0.797 0.040
C -2.181 -0.856 5.670 -0.027
C 3.091 3.658 -0.553 -0.360
H -4.254 -7.975 -0.045 0.106
H 0.041 3.780 1.944 0.010
C 4.507 1.311 4.345 -0.096
C -3.776 -7.562 -0.943 -0.088
H 6.594 4.415 1.034 0.097
C 2.406 2.305 -3.804 -0.132
C 1.557 -3.485 3.362 -0.106
C 0.567 7.289 -0.045 -0.098
H 1.443 5.228 -6.145 0.096
H -4.835 -1.072 -4.728 0.073
H 3.160 1.398 -5.590 0.092
H 1.365 -0.691 -1.656 -0.008
H 2.535 1.185 0.042 -0.021
H -3.849 -5.531 -0.242 0.088
C -2.730 -7.895 -3.077 -0.110
C 3.061 -2.190 2.032 -0.138
O 0.231 2.909 2.310 -0.117
C 2.372 3.314 -6.001 -0.118
C 1.945 -2.243 2.884 -0.347
H 2.984 -1.169 -0.659 -0.013
H 4.120 -0.620 3.507 0.084
C -0.711 7.554 -0.524 -0.126
H -0.772 2.411 -3.246 -0.006
C -2.575 -4.217 -2.283 -0.345
O 0.605 -0.103 -1.716 -0.269
O -4.086 1.659 1.062 -0.123
H 2.638 -2.626 -0.879 0.026
H -4.499 -1.966 -0.781 0.053
```

As for the molar mass: 1215.9 g/mol. The HOMO-LUMO gap (alpha / beta) is 0.2419 / 0.2418 Eh. The energy above the lowest of the compared OMol25 structures with the same formula, charge and spin comes out at 0.0 kcal/mol. Its spin multiplicity is 2. Its total charge is -1. For the lowest unoccupied orbital energy (alpha / beta), the calculation gives 0.0751 / 0.0750 Eh.

---

# C54H71HgN9P3S2

A molecular structure, C54H71HgN9P3S2 (wB97M-V/def2-TZVPD, the OMol25 dataset).

Geometry as XYZ:
```
140
Properties=species:S:1:pos:R:3:lowdin_charge:R:1
H -2.504 -7.143 2.755 0.107
C 3.898 -1.000 -6.153 -0.071
H -2.033 -4.766 2.471 0.104
H 2.823 1.590 -5.973 0.124
H -4.467 0.490 3.419 0.109
C -4.149 2.722 0.413 -0.079
C -0.152 -2.849 -1.412 -0.380
H -4.178 -2.179 1.942 0.105
C -2.943 -6.613 1.920 -0.075
H 4.083 5.048 -2.866 0.138
H -0.207 1.647 -6.759 0.071
P 1.940 3.703 -0.522 1.012
C -0.001 2.956 7.562 0.010
H 1.802 3.786 -5.867 0.116
H 3.125 -2.933 -2.311 0.104
S 0.451 0.981 -3.380 0.628
C -3.633 0.214 4.053 -0.083
C -2.687 -5.262 1.766 -0.033
H -3.086 -0.513 -6.625 0.109
H 2.945 2.018 0.951 0.011
P -2.314 -0.668 1.692 0.969
C -0.316 -4.200 -1.109 -0.072
H -5.041 -1.024 0.404 0.092
C -1.719 3.507 5.777 0.039
H 4.451 0.793 -5.057 0.112
H -2.961 -3.429 -1.517 0.088
C -2.662 0.049 6.247 -0.084
H 2.885 3.591 1.739 0.077
H 4.724 -0.689 -4.182 0.118
C -3.114 -2.337 1.702 -0.305
C -3.077 0.143 -4.584 -0.080
C 3.095 3.085 0.796 -0.335
S 0.935 1.492 2.850 0.562
C 1.100 -2.405 -1.832 -0.154
C -1.524 -0.524 5.696 -0.087
H -3.136 4.723 3.129 0.097
H -4.926 -7.101 -0.767 0.110
C 3.198 -1.608 3.216 -0.043
H -3.953 3.210 3.479 0.078
H -0.542 -1.151 3.899 0.076
H -2.735 0.194 7.318 0.109
C 4.941 2.594 -0.826 -0.111
H 4.548 5.280 1.251 0.145
N -2.948 -3.173 0.534 -0.182
H 5.679 4.754 -2.154 0.140
H 2.667 1.870 -1.953 0.030
H 1.033 2.366 -7.802 0.077
H -6.582 0.594 -0.580 0.112
C -3.348 4.003 3.921 -0.001
H -2.344 2.159 1.417 0.052
C 1.194 2.893 -5.702 -0.271
C -3.741 -7.291 1.008 -0.085
C -3.718 0.417 5.423 -0.073
H 1.637 -3.828 2.493 0.104
H -1.123 -3.110 -3.853 0.108
C -4.049 -5.234 -0.209 -0.029
N 0.215 2.364 5.215 0.109
H -3.909 4.492 4.712 0.088
H -3.627 1.052 -4.788 0.109
H 4.854 -1.049 -6.674 0.082
C -1.667 -2.194 -4.053 -0.080
C -1.951 -1.306 -3.020 -0.428
C 2.155 -3.289 -1.979 -0.093
H -0.289 3.358 -7.195 0.081
C -5.652 0.940 -0.148 -0.063
N -1.296 2.831 3.512 0.124
H -3.936 -8.347 1.129 0.107
C -1.440 -0.719 4.325 -0.133
C 0.744 -5.087 -1.252 -0.059
H 3.574 -2.018 -5.939 0.079
C -2.494 -0.356 3.489 -0.379
H 1.224 -1.347 -2.033 0.017
H -2.366 3.992 6.491 0.131
H 2.499 -0.760 -3.504 0.086
H 3.134 -2.394 3.968 0.097
H 0.909 3.556 7.617 0.101
C -3.265 1.808 0.965 -0.155
H 4.202 -1.183 3.253 0.091
P -1.475 -1.597 -1.292 0.984
C -0.535 2.955 6.171 -0.260
C -2.958 -2.617 -0.791 -0.318
N 2.772 -0.040 -4.150 0.006
H 0.532 3.076 -4.858 0.064
H 4.980 -2.648 1.312 0.093
H 1.273 -3.274 0.852 0.060
C 2.907 -2.223 1.842 -0.573
H -1.846 -2.595 -6.148 0.109
C 1.557 -2.949 1.852 -0.014
C -4.768 0.022 0.407 -0.099
H -6.036 3.005 -0.571 0.110
H -4.613 0.850 5.849 0.112
H 5.108 2.921 1.237 0.181
H -3.829 -1.990 -1.011 0.082
H 3.165 -0.557 -6.828 0.072
C -3.237 -4.553 0.695 -0.263
H 2.493 5.962 0.245 0.093
C -2.066 3.421 4.417 -0.279
H -2.881 0.559 -2.490 0.097
C -2.071 -1.903 -5.347 -0.067
H 4.641 1.551 -0.714 0.124
H -2.677 -2.823 2.573 0.077
C -2.772 -0.735 -5.614 -0.073
N 2.090 1.809 -5.316 0.007
H 2.440 3.342 -2.874 0.077
C 2.737 5.384 -0.650 -0.311
C 0.387 2.543 -6.941 -0.072
H -1.266 -4.584 -0.770 0.088
H 2.802 -5.331 -1.806 0.111
H 0.595 -6.134 -1.023 0.115
C -3.569 0.445 0.973 -0.415
N 4.198 5.335 -0.804 -0.148
H -3.903 3.777 0.415 0.107
C -0.140 2.287 3.895 -0.788
H 0.244 1.942 7.880 0.096
C 4.605 4.621 -2.011 -0.154
C 1.980 -4.637 -1.692 -0.080
H 1.091 1.922 5.464 0.143
H 4.148 -3.938 2.188 0.099
C 2.856 2.943 -1.948 -0.359
C -2.662 -0.140 -3.293 -0.154
H 0.769 -2.301 2.241 0.070
C 4.031 -3.175 1.420 -0.024
H 2.477 -0.829 3.463 0.026
C 4.860 4.794 0.326 -0.114
N 4.546 3.303 0.476 -0.067
H 5.942 4.868 0.210 0.146
N 4.301 3.197 -1.936 -0.139
H 6.026 2.684 -0.898 0.146
H -4.524 -4.705 -1.024 0.110
H 2.313 5.922 -1.499 0.096
C -5.346 2.291 -0.145 -0.070
C 1.847 0.921 -4.340 -0.806
C 2.822 -1.131 0.849 -0.170
Hg -0.068 0.779 -0.007 0.663
C 4.031 -0.197 -4.865 -0.236
H -0.700 -0.823 6.334 0.107
H -0.732 3.372 8.250 0.095
H 3.791 -3.666 0.477 0.075
N 2.746 -0.300 0.055 0.163
C -4.289 -6.594 -0.055 -0.071
```

As for the molar mass: 1203.9 g/mol. The HOMO-LUMO gap (alpha / beta) is 0.2516 / 0.1939 Eh. The energy above the lowest of the compared OMol25 structures with the same formula, charge and spin comes out at 8.1 kcal/mol. Its spin multiplicity is 2. Its total charge is +2. For the lowest unoccupied orbital energy (alpha / beta), the calculation gives -0.1544 / -0.2209 Eh.

---

# C54H75BrN10O4PSSi

A molecular structure, C54H75BrN10O4PSSi in a non-equilibrium geometry (wB97M-V/def2-TZVPD, the OMol25 dataset).

Geometry as XYZ:
```
147
Properties=species:S:1:pos:R:3:lowdin_charge:R:1
H -3.372 3.546 -0.095 0.104
H -3.145 0.707 -5.954 0.103
C 2.864 6.012 -0.459 -0.065
H -1.996 -1.438 0.309 0.109
H 0.491 -2.455 -4.824 0.073
C 1.188 4.405 0.091 -0.165
C 5.371 -0.852 1.105 -0.227
H 5.167 0.326 -0.574 0.102
H -7.354 -9.917 2.731 0.102
H 2.114 -0.659 -0.142 0.101
C 4.730 0.674 3.790 -0.140
H 4.783 3.424 -3.163 0.121
C -6.991 3.157 -1.169 -0.085
C 3.384 3.252 5.385 -0.084
H 6.407 -1.020 1.398 0.116
C -5.292 4.513 -0.190 -0.081
H 1.408 -2.202 -2.838 0.131
H 0.700 3.447 -0.060 0.104
C -3.413 1.433 -7.962 -0.070
C 4.016 1.481 -2.579 -0.126
C 5.016 2.645 -2.440 -0.222
H 6.134 2.976 2.041 0.018
C -7.065 3.083 2.759 -0.070
C 2.732 3.708 4.250 -0.052
N 0.701 5.154 1.078 0.054
H 5.494 0.089 4.297 0.046
H -1.576 -1.975 -1.294 0.109
H 3.661 2.710 1.029 0.018
H 6.342 -3.344 1.918 0.097
C -7.648 3.455 3.960 -0.079
H 4.491 -3.124 4.269 0.081
H 6.032 2.320 -2.675 0.120
N -1.595 0.098 -7.151 0.044
C -7.674 2.084 2.012 -0.151
Si 4.952 0.839 1.945 0.580
H 3.864 -1.649 2.454 0.113
H -9.298 3.075 5.293 0.101
H 0.112 -2.520 0.180 0.099
H -5.670 -8.753 4.142 0.103
C 2.374 6.799 0.569 -0.067
Br 3.756 -4.750 1.077 0.885
H -0.473 -3.930 1.667 0.091
H 1.942 -0.624 -2.266 0.100
H -3.025 -4.912 -1.377 0.105
C 3.423 1.663 1.218 -0.150
H 0.245 -1.109 -5.972 0.035
H -9.189 -8.568 1.705 0.106
C -1.412 -4.394 1.384 -0.163
H -1.193 0.776 -10.421 0.103
C 1.617 -0.690 -4.389 -0.210
C -2.824 -4.939 -0.311 -0.147
C -8.468 -6.733 2.564 -0.073
H -1.949 -4.962 3.386 0.104
H 0.896 6.901 2.130 0.107
C -1.076 0.126 -8.378 -0.157
H 2.002 -0.788 1.615 0.118
C -7.419 -8.850 2.891 -0.073
H 6.308 -4.019 -0.261 -0.025
S 6.409 -3.251 -2.872 0.240
C -1.662 0.786 -9.446 -0.069
C -9.335 1.827 3.546 -0.156
H 1.658 3.630 4.147 0.111
H 7.266 1.637 2.218 0.049
H 0.920 0.104 -4.119 0.114
H 3.331 1.742 -3.385 0.114
C -6.479 -8.200 3.677 -0.160
N 4.175 -2.709 -0.790 -0.135
H -3.385 -0.546 -1.665 0.077
C 2.263 4.787 -0.695 -0.079
H 4.753 -5.034 -1.598 -0.025
H 3.019 4.639 2.332 0.080
H -3.048 0.508 -0.340 0.051
H 2.503 -0.226 -4.825 0.099
C 1.786 -1.305 0.678 -0.128
C 3.491 4.276 3.237 -0.147
H 2.566 1.635 1.890 0.047
O 2.324 -2.623 0.627 -0.147
H 3.767 0.193 3.985 0.046
H -4.345 1.938 -7.749 0.103
O 5.038 3.167 -1.112 -0.075
C -6.031 2.169 -1.328 -0.160
H 4.697 0.013 -4.034 0.141
H 3.128 1.221 0.266 -0.001
H 4.648 1.672 4.223 -0.011
H -10.240 1.300 3.828 0.103
H -9.244 -6.109 2.143 0.102
C 4.754 0.190 -2.964 -0.100
H 6.654 2.099 0.596 0.014
H -0.141 -0.411 -8.506 0.101
O -0.289 -0.605 -0.402 -0.138
C -3.414 -5.556 1.917 -0.064
O 3.419 -1.817 -3.106 -0.071
N -6.495 -6.889 3.917 0.044
C 2.034 -1.345 -3.078 -0.136
C 1.297 6.323 1.304 -0.171
C -1.620 -1.089 -0.658 -0.270
H 2.824 7.752 0.810 0.107
H -6.290 1.217 -1.780 0.108
C -2.858 1.453 -9.231 -0.075
H 6.507 4.087 4.412 0.115
N 5.344 -0.656 -0.378 0.158
H -0.182 -1.388 1.514 0.134
C 5.447 -3.012 3.768 0.028
H -4.632 -5.984 0.193 0.104
C -8.810 2.816 4.364 -0.074
C 4.763 3.381 5.459 -0.097
N -8.788 1.458 2.389 0.056
C 4.595 -1.442 -1.152 -0.411
C 3.676 -2.821 0.626 -0.726
N -1.685 -4.370 0.080 0.052
H 3.420 1.348 -1.678 0.092
H -2.122 0.659 -1.867 0.075
C 5.429 3.964 4.391 -0.165
H -8.008 2.991 -1.496 0.110
H 5.818 0.247 -2.726 0.127
C -6.610 4.356 -0.588 -0.080
C 4.522 -2.025 1.673 -0.270
C 5.515 -2.872 2.442 -0.254
C -7.478 -6.181 3.363 -0.159
H -7.258 1.761 1.068 0.083
P 5.417 -3.849 -1.319 0.373
H 5.818 2.792 -0.705 0.035
C 0.974 -1.663 -5.392 -0.073
C -2.744 0.745 -6.961 -0.152
H 2.827 2.804 6.199 0.115
C 0.279 -1.497 0.526 -0.207
N -4.760 2.302 -0.951 0.059
N 4.243 -1.030 -2.354 -0.083
H 2.628 4.126 -1.468 0.087
H -7.205 4.231 4.571 0.105
H -4.089 -6.016 2.629 0.092
H -7.329 5.153 -0.447 0.112
N 4.818 4.406 3.292 0.066
C -4.411 3.460 -0.392 -0.150
H 6.340 -3.048 4.379 0.072
C 6.406 1.994 1.652 -0.143
H -7.468 -5.117 3.573 0.103
H 3.713 6.335 -1.047 0.111
H -6.160 3.555 2.404 0.090
C -8.435 -8.098 2.323 -0.079
C -2.229 -4.972 2.341 -0.059
C -3.719 -5.539 0.564 -0.061
C -2.573 -0.027 -1.153 -0.075
H -4.951 5.431 0.269 0.105
H 5.312 3.040 6.327 0.115
H 1.746 -2.085 -6.032 0.078
H -3.349 1.980 -10.040 0.108
```

As for the molar mass: 1099.3 g/mol. The HOMO-LUMO gap is 0.3033 Eh. Its total charge is +1. For the lowest unoccupied orbital energy, the calculation gives -0.0931 Eh.